[1]
{"formula": "C8H7NO2", "method": "ωB97M-V/def2-TZVPD", "e_above_lowest_kcal_mol": 58.5, "lumo_ev": -1.2, "homo_lumo_gap_ev": 8.76, "smiles": "C=C[C@@]1(O)CC(C#N)=CC1=O", "charge": 0, "homo_ev": -9.93, "symbols": ["O", "O", "N", "C", "C", "C", "C", "C", "C", "C", "C", "H", "H", "H", "H", "H", "H", "H"], "coordinates": [[1.65454, 1.02216, 0.00570], [1.67876, -1.95216, 0.78999], [-3.31926, 0.39559, 2.84657], [-2.31546, 0.22383, 2.24457], [0.52497, 0.48497, -2.74845], [0.63461, 0.04894, -0.19878], [-1.13237, -0.02221, 1.48623], [0.60034, -0.40294, -1.65056], [-0.72187, 0.66506, 0.22647], [-0.22358, -1.00683, 1.83445], [0.78960, -1.11401, 0.82751], [0.51871, 0.12091, -3.76410], [0.56652, -1.44145, -1.88080], [2.54552, 0.67133, -0.08472], [0.45257, 1.54479, -2.58781], [-1.48436, 0.56785, -0.55106], [-0.20006, -1.55999, 2.76632], [-0.56917, 1.75418, 0.43846]], "forces_ev_per_a": [[-0.595, 0.400, 0.465], [-0.787, 0.857, -0.085], [3.248, -0.512, -1.914], [-3.210, 0.742, 1.748], [0.187, -2.627, 3.587], [-0.307, -0.226, -0.383], [1.964, -2.281, 0.717], [-0.328, 2.942, -3.152], [0.022, 1.533, -0.158], [-2.142, 1.773, 0.648], [2.022, -0.679, -0.975], [-0.056, -0.138, 0.019], [0.199, -0.776, 0.078], [-0.114, -0.506, -0.165], [0.183, 0.320, 0.033], [0.115, 0.074, 0.088], [-0.216, -0.144, -0.266], [-0.186, -0.754, -0.287]]}

[2]
{"formula": "C8H7O3S2", "method": "ωB97M-V/def2-TZVPD", "e_above_lowest_kcal_mol": 28.4, "lumo_ev": 3.4, "homo_lumo_gap_ev": 7.19, "charge": -1, "homo_ev": -3.82, "symbols": ["S", "S", "O", "O", "O", "C", "C", "C", "C", "C", "C", "C", "C", "H", "H", "H", "H", "H", "H", "H"], "coordinates": [[-1.43897, 2.39712, 0.31506], [-2.64598, -0.58543, -1.23540], [-1.17157, 1.57603, -1.04695], [-2.64226, 3.26196, 0.29686], [-0.22877, 3.05727, 0.56612], [2.53515, -1.62844, -0.15252], [1.07351, 0.29714, -0.42837], [-0.07348, -0.50812, -0.48262], [-1.84967, 0.92847, 1.16325], [1.41033, -2.45663, -0.30005], [2.31967, -0.25575, -0.15782], [0.11284, -1.89954, -0.33436], [-1.33583, 0.20146, -0.55240], [3.53332, -1.83558, -0.02990], [3.16844, 0.27577, 0.06665], [-2.88968, 0.84436, 1.11918], [-1.52258, 0.88030, 2.22381], [-0.82327, -2.53489, -0.30871], [1.55023, -3.44833, -0.27047], [0.91857, 1.43282, -0.45136]], "forces_ev_per_a": [[-4.561, 0.601, -0.589], [-1.179, -0.839, -0.688], [-0.531, 0.413, 0.635], [1.955, -1.327, -0.590], [2.501, 1.148, 1.175], [-3.264, 1.418, -0.500], [0.075, 1.605, 0.598], [2.708, -0.276, 0.727], [2.347, 0.086, -0.803], [-0.440, 3.748, 0.528], [-1.689, -1.340, -0.712], [-0.733, -0.358, -0.547], [-1.896, 0.267, 1.570], [1.996, -1.628, 0.272], [1.649, 1.922, 0.193], [-1.554, -0.221, -0.234], [0.476, -0.251, -0.896], [1.346, 0.703, -0.169], [0.179, -3.629, 0.066], [0.614, -2.041, -0.036]]}

[3]
{"formula": "C8H7P", "method": "ωB97M-V/def2-TZVPD", "e_above_lowest_kcal_mol": 59.9, "lumo_ev": [-1.3, -1.3], "homo_lumo_gap_ev": [6.84, 6.82], "smiles": "CC1=C/C(=C\\C#P)C=C1", "charge": 0, "homo_ev": [-8.16, -8.15], "symbols": ["P", "C", "C", "C", "C", "C", "C", "C", "C", "H", "H", "H", "H", "H", "H", "H"], "coordinates": [[-4.59796, -0.05655, -0.58864], [1.94433, -1.80786, -0.17847], [-0.23530, -0.57556, -0.23435], [1.03344, -0.63837, -0.10790], [1.46312, 0.73730, 0.33802], [-2.00436, 1.27802, 0.04755], [-0.71998, 0.72563, 0.14800], [-3.06398, 0.63347, -0.38929], [0.38149, 1.59413, 0.34674], [-2.09182, 2.31542, 0.31147], [2.48831, 1.06342, 0.42545], [0.11174, 2.56616, 0.66129], [1.29597, -2.63298, -0.21735], [-1.01639, -1.26880, -0.38137], [2.42139, -1.95398, 0.75369], [2.59001, -1.97946, -0.93484]], "forces_ev_per_a": [[5.044, 2.101, 0.358], [-2.572, 0.264, 1.996], [-4.977, 0.038, 0.320], [4.592, 1.309, 0.718], [-0.001, 1.581, -0.901], [3.956, 0.133, 0.759], [-1.871, 1.590, -1.494], [-8.307, -3.738, -1.065], [1.113, -2.376, 1.219], [-0.141, 0.470, 0.070], [0.194, -0.205, 0.186], [0.920, 1.138, 0.175], [-0.998, -1.456, -0.184], [-0.154, -1.410, -0.555], [0.935, 0.180, 1.039], [2.267, 0.382, -2.641]]}

[4]
{"formula": "C8H8", "method": "ωB97M-V/def2-TZVPD", "e_above_lowest_kcal_mol": 122.2, "lumo_ev": 0.8, "homo_lumo_gap_ev": 8.97, "smiles": "C1=CC2C=CC1C=C2", "charge": 0, "homo_ev": -8.14, "symbols": ["C", "C", "C", "C", "C", "C", "C", "C", "H", "H", "H", "H", "H", "H", "H", "H"], "coordinates": [[0.00146, 0.31536, -1.56147], [1.09060, -0.32953, 0.88135], [-1.19974, 0.49333, 1.15861], [-1.57236, -0.34008, 0.17898], [0.73848, -1.37742, 0.02227], [0.39170, 0.97275, 0.78526], [0.54235, 1.26599, -0.75211], [-0.53723, -0.93235, -0.71593], [1.77300, -0.64066, 1.59551], [0.84277, 1.77128, 1.52450], [1.32404, 2.23286, -0.81891], [-2.61306, -0.79404, 0.43655], [0.32373, 0.14106, -2.68973], [-1.87795, 1.41502, 1.62641], [1.44253, -2.38463, -0.19128], [-0.67032, -1.80894, -1.47999]], "forces_ev_per_a": [[2.378, 0.538, -0.710], [-0.335, -4.193, -2.069], [1.257, 4.786, -1.916], [-2.857, -1.959, 3.198], [1.543, 1.468, 1.914], [-1.149, 0.003, 1.286], [0.661, 1.804, 0.542], [2.059, -1.299, -3.658], [1.664, 0.407, 1.494], [-1.089, -1.515, -1.709], [-2.519, -2.824, -0.906], [1.609, 0.689, -1.600], [-1.118, 0.661, 2.546], [1.667, -3.253, -0.763], [-2.563, 2.894, 0.847], [-1.207, 1.794, 1.505]]}

[5]
{"formula": "C8H8", "method": "ωB97M-V/def2-TZVPD", "e_above_lowest_kcal_mol": 151.8, "lumo_ev": 1.0, "homo_lumo_gap_ev": 9.39, "charge": 0, "homo_ev": -8.39, "symbols": ["C", "C", "C", "C", "C", "C", "C", "C", "H", "H", "H", "H", "H", "H", "H", "H"], "coordinates": [[-0.36079, 0.28735, -0.84472], [0.13925, -1.74928, -0.05301], [0.88203, -0.51314, -0.45721], [-1.04628, -1.54322, 0.56285], [0.54027, 0.28718, 0.95310], [-0.88249, 0.05229, 0.61653], [0.59464, 1.70019, 0.35699], [0.06893, 1.68465, -0.86389], [0.01619, 2.29994, -1.78385], [1.10659, 0.24625, 1.91741], [-0.91382, -0.14669, -1.57701], [-1.40686, 0.60072, 1.38197], [1.16431, 2.15566, 1.12511], [1.76404, -0.54477, -1.19041], [0.19812, -2.76087, -0.97056], [-1.86411, -2.05627, 0.82670]], "forces_ev_per_a": [[-0.484, 0.861, 0.788], [-1.269, -6.325, -4.420], [-1.060, -0.802, 2.014], [5.024, 4.230, -1.007], [2.627, 1.448, -2.143], [-0.099, -3.696, 1.408], [1.803, 0.390, 1.202], [0.357, 1.536, -0.305], [0.126, 0.093, 1.281], [-0.810, -0.668, -0.675], [-1.780, -0.860, -2.444], [-1.489, 0.651, -0.885], [0.478, 2.601, -0.499], [-1.074, 0.141, 1.722], [0.214, 2.581, 3.385], [-2.563, -2.180, 0.577]]}

[6]
{"formula": "C8H8Cl2GaN2O3SeTl", "method": "ωB97M-V/def2-TZVPD", "lumo_ev": [-17.9, -17.9], "homo_lumo_gap_ev": [5.64, 5.58], "charge": 4, "homo_ev": [-23.52, -23.52], "symbols": ["Tl", "Se", "Ga", "Cl", "Cl", "O", "O", "O", "N", "N", "C", "C", "C", "C", "C", "C", "C", "C", "H", "H", "H", "H", "H", "H", "H", "H"], "coordinates": [[2.11408, 1.27428, 0.16842], [0.28798, -1.12325, 0.91525], [4.39470, 1.25130, -1.97841], [4.58675, -0.16853, -0.23640], [2.56097, 0.76836, -2.96069], [-1.53034, 2.51677, -0.01579], [6.02930, 3.30637, -3.92376], [7.78618, 1.89118, -2.10761], [-2.46449, -1.63005, 0.14520], [-2.31782, -0.41500, 1.94289], [-3.64620, -0.44879, 1.56899], [-2.14283, -2.48705, -0.96189], [-1.78473, 0.19324, 3.11919], [5.50903, 2.54793, -3.19105], [-0.65856, 1.92555, -0.48055], [6.69203, 1.50830, -2.04793], [-1.53948, -1.08840, 1.02483], [-3.74890, -1.21862, 0.46050], [-4.40882, 0.03226, 2.14676], [-1.14426, -2.94415, -0.82038], [-2.12973, -1.91988, -1.91233], [-1.60212, 1.25639, 2.95869], [-0.83500, -0.27703, 3.37295], [-4.59444, -1.55184, -0.09682], [-2.91295, -3.26461, -1.02384], [-2.50035, 0.06525, 3.93379]], "forces_ev_per_a": [[-0.227, 0.536, 0.631], [-2.503, -0.721, 0.337], [0.524, -1.709, -0.295], [0.238, 1.224, -0.963], [0.381, 0.441, 0.235], [2.813, -1.986, -1.602], [-2.621, -4.419, 4.100], [-4.841, -1.805, 0.375], [-2.562, 0.606, -0.144], [-2.617, 0.264, -0.577], [3.255, 1.509, 3.313], [0.590, -0.927, -1.366], [0.380, 0.762, 1.357], [-0.035, 6.564, -5.944], [-3.227, 2.152, 1.489], [7.839, -0.212, 1.590], [0.786, -0.010, -0.324], [3.563, -2.541, -2.680], [-0.351, 0.245, 0.304], [-0.709, 0.175, 0.024], [-0.118, -0.152, 0.460], [-0.170, 0.082, -0.026], [-0.232, -0.068, 0.114], [-0.584, -0.133, -0.367], [0.263, 0.058, -0.066], [0.162, 0.066, 0.024]]}

[7]
{"formula": "C8H8ClF", "method": "ωB97M-V/def2-TZVPD", "lumo_ev": 0.4, "homo_lumo_gap_ev": 9.47, "smiles": "C=C(Cl)c1ccccc1.F", "charge": 0, "homo_ev": -9.09, "symbols": ["Cl", "F", "C", "C", "C", "C", "C", "C", "C", "C", "H", "H", "H", "H", "H", "H", "H", "H"], "coordinates": [[-2.76472, -1.60989, 0.03620], [-2.25442, 1.55672, 1.54112], [0.26865, 0.64860, 0.09667], [-1.70457, -0.39259, -0.64708], [-2.27073, 0.39487, -1.59413], [1.52598, -1.77846, 0.64548], [0.24515, -1.77216, 0.19838], [1.59073, 0.68699, 0.55500], [2.18916, -0.56643, 0.74372], [-0.32949, -0.55551, -0.16578], [2.05331, -2.77393, 0.66100], [-0.29753, -2.66186, 0.22192], [-1.66771, 1.33943, -1.96148], [3.16400, -0.47828, 1.30254], [-3.37376, 0.42778, -1.83282], [-2.33927, 0.66933, 1.53784], [1.83222, 1.69435, 0.85193], [-0.43557, 1.49446, -0.19805]], "forces_ev_per_a": [[-0.518, -0.311, 0.221], [0.145, 2.382, 0.175], [-0.178, 1.031, -1.326], [-1.712, -0.816, -1.925], [1.011, 2.197, 0.598], [1.529, -0.973, -1.058], [-0.393, 1.178, -0.231], [-2.405, -0.661, -0.254], [2.225, 2.012, 2.344], [-0.973, 0.315, 0.337], [-0.461, 1.330, 0.725], [-0.897, -1.268, -0.473], [-1.102, -2.292, 0.433], [-0.735, -0.634, -1.074], [1.536, -0.386, 0.438], [-0.280, -2.315, -0.009], [1.423, -0.222, 0.131], [1.785, -0.567, 0.948]]}

[8]
{"formula": "C8H8ClF9N2OPS", "method": "ωB97M-V/def2-TZVPD", "lumo_ev": -5.5, "homo_lumo_gap_ev": 7.42, "smiles": "OP(Cl)c1c[nH+]ncc1CCC(F)(F)C(F)(F)S(F)(F)(F)(F)F", "charge": 1, "homo_ev": -12.93, "symbols": ["Cl", "S", "P", "F", "F", "F", "F", "F", "F", "F", "F", "F", "O", "N", "N", "C", "C", "C", "C", "C", "C", "C", "C", "H", "H", "H", "H", "H", "H", "H", "H"], "coordinates": [[0.42656, -0.52667, 3.21867], [-3.54007, -0.67137, -0.15658], [2.15342, 0.51414, 2.61610], [-1.42690, 0.05639, -1.68358], [-5.18440, -0.61821, 0.13113], [-3.66059, 0.84729, -0.90044], [-3.88133, -1.40743, -1.60049], [-3.49131, -2.08491, 0.70617], [-1.58371, -3.05858, -1.18193], [-3.32896, 0.14611, 1.31249], [-0.65513, -2.53765, 0.83543], [-1.12747, 0.16292, 0.59163], [2.37078, 1.95674, 3.55247], [1.79320, 3.15714, -0.82320], [1.65594, 2.43880, -1.92655], [1.68684, -1.31367, -0.25727], [0.53810, -1.92411, -1.18232], [-1.69992, -0.61992, -0.46594], [1.76756, 0.27023, -0.40717], [1.62877, 1.04336, -1.77987], [-0.91734, -2.00400, -0.46521], [1.96195, 2.75389, 0.53403], [1.95316, 1.21332, 0.84179], [2.69318, -1.71798, -0.66295], [1.65430, -1.61651, 0.83796], [1.78157, 4.18968, -0.96120], [0.49094, -1.44619, -2.21597], [1.47588, 0.40218, -2.71908], [2.06096, 3.44824, 1.42601], [1.58654, 1.97591, 4.15292], [0.81746, -3.02913, -1.36703]], "forces_ev_per_a": [[0.486, 1.358, -0.510], [-4.506, 1.825, 1.482], [1.919, 0.438, 0.492], [-0.683, -1.723, 2.724], [2.837, -0.081, -0.587], [0.176, -2.575, 1.135], [1.178, 0.908, 2.420], [0.413, 1.932, -1.916], [0.737, 2.759, 1.574], [-0.574, -1.417, -2.353], [-1.176, 1.614, -2.406], [-0.818, -1.762, -2.829], [-2.189, -2.080, -1.143], [0.675, 0.030, 3.657], [-0.114, -3.912, 1.250], [0.735, 1.083, -1.042], [-0.050, -0.900, 0.435], [2.387, 1.307, 0.286], [0.115, 3.916, 0.931], [0.376, 0.204, 2.516], [2.018, -2.927, -0.721], [-0.521, -4.474, -1.467], [-1.711, 1.793, -4.209], [-1.528, 0.683, 0.573], [-0.304, 0.409, -1.522], [-0.001, -1.092, -0.241], [-0.120, -0.538, 1.575], [0.315, 1.540, 1.438], [-0.152, -0.480, -1.716], [0.732, 0.442, -0.239], [-0.653, 1.723, 0.413]]}

no.,molecular weight (g mol⁻¹)
1,149.15
2,215.28
3,134.12
4,104.15
5,104.15
6,604.13
7,158.60
8,417.64